(1)
{
  "formula": "C2H3NO7",
  "method": "ωB97M-V/def2-TZVPD",
  "elements": ["N", "O", "O", "O", "C", "O", "C", "O", "O", "O", "H", "H", "H"],
  "coordinates": [[0.62279, 3.37980, 0.63118], [1.38053, 3.50082, 1.66024], [-0.57753, 2.65465, 0.93533], [0.60725, 3.87700, -0.43019], [-0.33814, -0.86090, -0.10264], [0.60552, -1.91689, -0.56990], [0.00723, -3.11610, -0.85723], [-1.18202, -3.28579, -0.73266], [0.53020, 0.17303, 0.07308], [-0.48378, 1.43542, 0.71368], [-1.07624, -0.71116, -0.91755], [-0.82579, -1.25290, 0.80369], [0.72998, -3.87698, -1.20703]],
  "gap_ev": [9.036, 8.277],
  "spin_multiplicity": 1,
  "molar_mass_g_mol": 153.05,
  "e_tot_ha": -659.0030,
  "charge": 0
}

(2)
{
  "formula": "C2H3NOS",
  "method": "ωB97M-V/def2-TZVPD",
  "elements": ["N", "C", "O", "C", "S", "H", "H", "H"],
  "coordinates": [[1.12831, 1.29107, -0.03165], [1.00946, -0.06061, -0.07201], [1.88796, -0.88359, -0.08393], [-0.37348, -0.63109, 0.17674], [-1.81202, 0.04992, -0.05306], [0.23699, 1.64902, 0.32190], [2.03966, 1.46159, 0.38100], [-0.10216, -1.72784, 0.41063]],
  "gap_ev": 8.162,
  "spin_multiplicity": 1,
  "molar_mass_g_mol": 89.12,
  "e_tot_ha": -606.1647,
  "charge": 0
}

(3)
{
  "formula": "C2H3NOS",
  "method": "ωB97M-V/def2-TZVPD",
  "elements": ["O", "C", "N", "C", "S", "H", "H", "H"],
  "coordinates": [[2.55488, -0.39138, -0.04388], [1.34787, -0.40017, 0.07224], [0.58814, 0.79804, -0.00799], [-0.75278, 0.79813, 0.00821], [-1.78401, -0.44534, -0.02126], [0.61220, -1.25383, 0.19313], [1.01829, 1.74793, -0.11476], [-1.21289, 1.78834, 0.18599]],
  "gap_ev": 8.695,
  "spin_multiplicity": 1,
  "molar_mass_g_mol": 89.12,
  "e_tot_ha": -606.1782,
  "charge": 0
}

(4)
{
  "formula": "C2H3NOS2",
  "method": "ωB97M-V/def2-TZVPD",
  "elements": ["S", "C", "O", "C", "N", "S", "H", "H", "H"],
  "coordinates": [[1.38087, 2.63943, 1.52901], [0.63521, 1.45304, 0.83282], [0.19698, 0.30268, 1.37791], [-0.09892, -0.70947, 0.50059], [-0.28485, -0.51023, -0.73400], [-0.68237, -1.85543, -1.68315], [0.21539, 1.46652, -0.15601], [-0.20352, -1.66801, 1.00876], [-1.15879, -1.11853, -2.67593]],
  "gap_ev": 9.027,
  "spin_multiplicity": 1,
  "molar_mass_g_mol": 121.19,
  "e_tot_ha": -1004.3135,
  "charge": 0
}

(5)
{
  "formula": "C2H3NS",
  "method": "ωB97M-V/def2-TZVPD",
  "elements": ["C", "C", "S", "N", "H", "H", "H"],
  "coordinates": [[-1.92702, -1.02358, 0.09450], [-0.67686, -1.16209, -0.00860], [0.88251, -1.55887, -0.24047], [1.55108, -0.04373, -0.26231], [-2.92237, -0.55675, 0.26312], [1.76596, 0.36041, 0.59617], [1.14863, 0.44658, -0.99856]],
  "gap_ev": 9.212,
  "spin_multiplicity": 1,
  "molar_mass_g_mol": 73.12,
  "e_tot_ha": -530.8439,
  "charge": 0
}

(6)
{
  "formula": "C2H3NS",
  "method": "ωB97M-V/def2-TZVPD",
  "elements": ["C", "C", "N", "S", "H", "H", "H"],
  "coordinates": [[0.29884, 0.48755, 0.76138], [0.66066, -0.05542, -0.45069], [-0.43366, 0.85373, -0.40580], [0.24238, 0.95983, 2.22959], [1.05908, -0.71845, -1.16792], [-0.45272, -2.00824, -0.35040], [-1.37459, 0.48100, -0.61617]],
  "gap_ev": [7.376, 7.828],
  "spin_multiplicity": 1,
  "molar_mass_g_mol": 73.12,
  "e_tot_ha": -530.7116,
  "charge": 0
}

(7)
{
  "formula": "C2H3NS",
  "method": "ωB97M-V/def2-TZVPD",
  "elements": ["N", "C", "C", "S", "H", "H", "H"],
  "coordinates": [[-1.65296, -1.22313, 1.27039], [-0.55822, -0.66092, 0.82146], [0.55049, -0.06636, 0.19820], [0.13276, 1.37804, -0.96465], [1.13144, -0.63483, -0.44598], [1.33380, 0.31622, 0.77432], [-0.93731, 0.89098, -1.65375]],
  "gap_ev": 10.185,
  "spin_multiplicity": 1,
  "molar_mass_g_mol": 73.12,
  "e_tot_ha": -530.8692,
  "charge": 0
}

(8)
{
  "formula": "C2H3NS",
  "method": "ωB97M-V/def2-TZVPD",
  "elements": ["C", "C", "N", "S", "H", "H", "H"],
  "coordinates": [[0.20833, -0.44696, -2.16589], [0.49788, -0.37002, -1.00435], [-0.35791, 0.50213, 1.39575], [0.92401, -0.47140, 0.62507], [-0.25600, -0.63441, -3.02426], [-0.88665, 0.09336, 2.19052], [-0.12967, 1.32730, 1.98315]],
  "gap_ev": [6.157, 6.869],
  "s2": 2.034,
  "spin_multiplicity": 3,
  "molar_mass_g_mol": 73.12,
  "e_tot_ha": -530.7023,
  "charge": 0
}

(9)
{
  "formula": "C2H3NS2",
  "method": "ωB97M-V/def2-TZVPD",
  "elements": ["N", "C", "S", "C", "S", "H", "H", "H"],
  "coordinates": [[0.53911, -0.86402, 1.29884], [0.39253, 0.09883, 0.37367], [1.52956, 1.31865, 0.31476], [-0.58240, 0.09118, -0.72044], [-1.74035, -0.93393, -0.88214], [1.29830, -0.68873, 1.93925], [-0.14562, -1.57142, 1.53322], [-0.41455, 1.01269, -1.40561]],
  "gap_ev": 7.367,
  "spin_multiplicity": 1,
  "molar_mass_g_mol": 105.19,
  "e_tot_ha": -929.1068,
  "charge": 0
}

(10)
{
  "formula": "C2H3NS2",
  "method": "ωB97M-V/def2-TZVPD",
  "elements": ["N", "C", "S", "C", "S", "H", "H", "H"],
  "coordinates": [[0.71982, -0.80408, 0.35017], [0.40692, 0.35222, -0.36984], [1.54653, 1.64413, -0.82350], [-1.13522, 0.41923, -0.31498], [-2.07145, -0.70703, 0.44262], [1.75568, -0.94318, 0.54383], [0.05004, -1.20273, 1.18440], [-1.27231, 1.24142, -1.01271]],
  "gap_ev": 6.930,
  "spin_multiplicity": 1,
  "molar_mass_g_mol": 105.19,
  "e_tot_ha": -929.0573,
  "charge": 0
}

(11)
{
  "formula": "C2H3NS3",
  "method": "ωB97M-V/def2-TZVPD",
  "elements": ["S", "C", "N", "S", "C", "S", "H", "H", "H"],
  "coordinates": [[2.96472, -0.17744, -0.28088], [1.31591, -0.10820, -0.06650], [0.48238, -1.16135, -0.21469], [-1.17090, -0.91288, 0.41559], [-1.18459, 0.88466, 0.06377], [0.55527, 1.40437, 0.17171], [0.63099, -2.17945, -0.07798], [-1.82064, 1.28361, 0.88967], [-1.77313, 0.96666, -0.90069]],
  "gap_ev": 8.516,
  "spin_multiplicity": 1,
  "molar_mass_g_mol": 137.25,
  "e_tot_ha": -1327.2903,
  "charge": 0
}

(12)
{
  "formula": "C2H3O2",
  "method": "ωB97M-V/def2-TZVPD",
  "elements": ["C", "C", "O", "O", "H", "H", "H"],
  "coordinates": [[0.94471, 0.90686, 0.32887], [-0.14448, -0.12025, -0.01785], [0.19506, -0.91366, -0.96238], [-1.24824, -0.06621, 0.57209], [1.89732, 0.37365, 0.20741], [0.84516, 1.61184, -0.42496], [0.88149, 1.13382, 1.47375]],
  "gap_ev": 8.316,
  "spin_multiplicity": 1,
  "molar_mass_g_mol": 59.04,
  "e_tot_ha": -228.5320,
  "charge": -1
}

(13)
{
  "formula": "C2H3O2S2",
  "method": "ωB97M-V/def2-TZVPD",
  "elements": ["C", "C", "O", "O", "S", "S", "H", "H", "H"],
  "coordinates": [[-2.20439, -1.13044, 0.04332], [1.37798, 0.08810, -0.04656], [-2.94428, -0.29207, 0.24589], [-1.46432, -1.97692, -0.12805], [0.38297, 2.84887, 0.14991], [-0.08505, 1.07425, -0.52947], [1.40055, -0.24124, 0.94971], [2.22895, 0.57294, -0.18318], [1.30759, -0.94350, -0.50156]],
  "gap_ev": 5.131,
  "spin_multiplicity": 1,
  "molar_mass_g_mol": 123.18,
  "e_tot_ha": -1024.9247,
  "charge": -1
}

(14)
{
  "formula": "C2H3O2S2",
  "method": "ωB97M-V/def2-TZVPD",
  "elements": ["C", "C", "O", "O", "S", "S", "H", "H", "H"],
  "coordinates": [[-0.10519, 0.55835, 0.08424], [-1.25646, -1.81650, 0.28303], [-2.10087, 1.39861, 0.85737], [-0.82334, -2.29578, -0.64525], [1.12993, -0.27942, 0.31719], [-0.74748, 2.09135, 0.73864], [-1.00199, 0.32548, -0.36849], [-2.28313, -1.37268, 0.45258], [-0.67774, -1.67483, 1.22910]],
  "gap_ev": [6.055, 6.054],
  "spin_multiplicity": 1,
  "molar_mass_g_mol": 123.18,
  "e_tot_ha": -1024.7800,
  "charge": -1
}

(15)
{
  "formula": "C2H3O2Se",
  "method": "ωB97M-V/def2-TZVPD",
  "elements": ["C", "C", "O", "O", "Se", "H", "H", "H"],
  "coordinates": [[0.74395, 1.09958, -0.31928], [-0.35476, 0.11970, -0.82721], [0.39650, 1.73846, 0.78139], [1.85430, 1.08770, -0.83279], [-2.07761, 0.30026, -0.06144], [0.53137, -0.90160, 0.39370], [-0.23326, -0.65982, -1.69833], [-0.49530, 1.49094, 0.94846]],
  "gap_ev": [6.696, 6.697],
  "spin_multiplicity": 1,
  "molar_mass_g_mol": 138.00,
  "e_tot_ha": -2629.8830,
  "charge": -1
}

(16)
{
  "formula": "C2H3O2Sr",
  "method": "ωB97M-V/def2-TZVPD",
  "elements": ["H", "C", "C", "H", "O", "O", "H", "Sr"],
  "coordinates": [[-1.69115, 0.88486, -1.39734], [-1.81771, 0.26810, -0.51516], [-2.09041, -0.26588, 0.54165], [-2.44227, -0.57272, 1.51893], [2.38589, 0.85477, -0.26030], [2.51374, -0.58108, 0.05619], [2.54360, -1.01329, -0.80784], [0.59831, 0.42523, 0.86387]],
  "gap_ev": 8.880,
  "spin_multiplicity": 1,
  "molar_mass_g_mol": 146.66,
  "e_tot_ha": -258.8150,
  "charge": 1
}

(17)
{
  "formula": "C2H3O3",
  "method": "ωB97M-V/def2-TZVPD",
  "elements": ["C", "C", "O", "O", "O", "H", "H", "H"],
  "coordinates": [[-0.49332, -0.08485, -1.41581], [-0.45706, 0.28238, -0.13034], [1.63738, -0.38652, 2.54792], [0.71964, -0.23778, 0.55471], [0.72108, 0.02229, 1.89856], [-1.28701, 0.22244, -2.07929], [0.27999, -0.72877, -1.81882], [-1.12070, 0.91081, 0.44307]],
  "gap_ev": [6.454, 6.458],
  "spin_multiplicity": 1,
  "molar_mass_g_mol": 75.04,
  "e_tot_ha": -303.0983,
  "charge": 1
}

(18)
{
  "formula": "C2H3O3S",
  "method": "ωB97M-V/def2-TZVPD",
  "elements": ["C", "C", "S", "O", "O", "O", "H", "H", "H"],
  "coordinates": [[1.34518, 0.66076, 0.19731], [0.64133, -0.35524, -0.22905], [-1.21057, -0.28897, -0.18251], [-1.56506, -1.32808, 0.82943], [-1.88904, -0.57220, -1.45310], [-1.37319, 1.11343, 0.32575], [2.49873, 0.71948, 0.36897], [0.70267, 1.46809, 0.41474], [0.84994, -1.41728, -0.27152]],
  "gap_ev": 8.820,
  "spin_multiplicity": 1,
  "molar_mass_g_mol": 107.11,
  "e_tot_ha": -701.9400,
  "charge": -1
}

(19)
{
  "formula": "C2H3O3Sn",
  "method": "ωB97M-V/def2-TZVPD",
  "elements": ["O", "C", "C", "O", "Sn", "H", "H", "H", "O"],
  "coordinates": [[0.00208, -1.46162, 0.66174], [-0.23338, -0.88681, -0.49865], [-1.00707, 0.42298, -0.19883], [-0.52099, 1.09455, 0.92026], [0.96305, 0.08394, 1.42626], [-2.07146, 0.11559, -0.07476], [-0.96468, 1.01475, -1.14228], [1.76237, -0.39510, -1.03848], [2.07008, 0.01171, -0.05526]],
  "gap_ev": 6.987,
  "spin_multiplicity": 1,
  "molar_mass_g_mol": 193.75,
  "e_tot_ha": -517.9600,
  "charge": -1
}

(20)
{
  "formula": "C2H3O3Tm",
  "method": "ωB97M-V/def2-TZVPD",
  "elements": ["O", "C", "C", "O", "H", "H", "Tm", "O", "H"],
  "coordinates": [[-2.52111, 1.72833, -0.01506], [-2.57522, 0.54708, -0.08508], [-2.13638, -0.72486, -0.08745], [-0.86591, -1.09390, 0.04537], [3.85733, 0.68194, -0.20688], [-2.88228, -1.46829, -0.39674], [1.23459, -0.51678, 0.20334], [3.41989, -0.17306, -0.11242], [4.10485, -0.85283, -0.09734]],
  "gap_ev": [8.479, 6.617],
  "s2": 2.008,
  "spin_multiplicity": 3,
  "molar_mass_g_mol": 243.98,
  "e_tot_ha": -1388.2072,
  "charge": 2
}

Table of energy relative to the best compared isomer or geometry (same formula, charge and spin) (eV), in record order: 2.151 0.616 0.248 2.014 2.472 6.071 1.781 3.855 0.287 1.633 0.716 0.340 0.259 4.195 2.686 4.011 8.548 1.492 0.000 0.000
Table of maximum force (hartree/bohr), in record order: 0.118 0.038 0.036 0.041 0.139 0.055 0.263 0.132 0.062 0.082 0.052 0.084 0.106 0.162 0.076 0.026 0.025 0.053 0.167 0.143